{"formula": "C27H45Br2Cl27O4", "method": "ωB97M-V with the def2-TZVPD basis set", "elements": ["C", "Cl", "Cl", "Cl", "H", "C", "Cl", "Cl", "Cl", "H", "C", "Cl", "Cl", "Cl", "H", "C", "Cl", "Cl", "Cl", "H", "C", "Cl", "Cl", "Cl", "H", "C", "Cl", "Cl", "Cl", "H", "C", "Cl", "Cl", "Cl", "H", "C", "Cl", "Cl", "Cl", "H", "C", "Cl", "Cl", "Cl", "H", "C", "C", "C", "O", "C", "H", "H", "H", "H", "H", "H", "H", "H", "C", "C", "C", "O", "C", "H", "H", "H", "H", "H", "H", "H", "H", "C", "C", "C", "O", "C", "H", "H", "H", "H", "H", "H", "H", "H", "C", "C", "C", "O", "C", "H", "H", "H", "H", "H", "H", "H", "H", "Br", "C", "C", "Br", "H", "H", "H", "H"], "positions_angstrom": [[3.7534, -4.1454, -5.1881], [3.0353, -3.8557, -3.6233], [5.3656, -3.4182, -5.3416], [2.6456, -3.4762, -6.4339], [3.7990, -5.2081, -5.4261], [-1.9125, -3.4437, -3.5046], [-1.6230, -1.7876, -3.0808], [-0.9353, -4.6187, -2.4789], [-1.2974, -3.6131, -5.1473], [-2.9346, -3.8216, -3.5282], [-2.5549, 4.1423, -3.0398], [-2.4547, 5.5756, -2.0894], [-1.7513, 2.7903, -2.0809], [-1.7875, 4.2698, -4.6823], [-3.6336, 3.9855, -3.0380], [1.9391, 1.7079, -5.0223], [1.0070, 2.5213, -6.2998], [1.1734, 0.1548, -4.5833], [1.9915, 2.8250, -3.6102], [2.9922, 1.5359, -5.2445], [0.0748, 4.8220, 2.3933], [-0.6599, 4.8709, 0.7456], [-0.8109, 5.6937, 3.6679], [1.7303, 5.6999, 2.2071], [0.2905, 3.8094, 2.7342], [-3.4992, 1.5804, 1.4003], [-5.2130, 1.1477, 1.7960], [-2.7937, 0.3443, 0.3863], [-2.3893, 1.6863, 2.8262], [-3.3909, 2.4974, 0.8211], [-0.1764, -8.0861, 0.7625], [0.3649, -7.8058, -0.8852], [0.5232, -9.4779, 1.5467], [-1.9381, -8.4014, 0.8756], [0.1009, -7.2126, 1.3528], [-6.1244, 0.5584, -2.0918], [-6.8286, 0.1218, -3.7112], [-5.5184, 2.2077, -1.9634], [-4.8258, -0.6293, -1.8389], [-6.8141, 0.5446, -1.2479], [5.6587, -0.3930, -3.5575], [5.3678, -1.1262, -2.0407], [7.3437, -0.6212, -4.1145], [5.1595, 1.3026, -3.4918], [4.9520, -0.7903, -4.2862], [3.3346, 2.5349, 2.9496], [3.2117, 2.1532, 1.4574], [4.5361, 2.8889, 0.9676], [5.4558, 2.2333, 1.8312], [4.8126, 2.1592, 3.2282], [2.5395, 1.9359, 3.3935], [3.1990, 3.5956, 3.1609], [2.2836, 2.4631, 0.9770], [3.4614, 1.1414, 1.1381], [4.7215, 3.9559, 1.0915], [4.7734, 2.6507, -0.0692], [5.2194, 2.9311, 3.8815], [4.7619, 1.1286, 3.5794], [-4.8289, -6.0656, 1.0150], [-3.4265, -5.4760, 1.0553], [-3.6253, -3.9688, 0.8405], [-4.9564, -3.7643, 0.5112], [-5.7624, -4.8264, 1.0545], [-4.8649, -6.7067, 1.8958], [-4.9691, -6.6403, 0.0995], [-2.7512, -5.8723, 0.2970], [-2.8758, -5.6335, 1.9826], [-3.0428, -3.7215, -0.0470], [-3.1826, -3.3269, 1.6021], [-6.6976, -5.0213, 0.5296], [-5.9333, -4.6192, 2.1109], [1.0274, 5.9192, -2.3537], [0.5506, 6.7808, -3.4142], [1.2113, 8.0996, -3.3008], [1.3059, 8.1699, -1.8779], [1.4943, 6.8759, -1.3032], [1.8882, 5.4705, -2.8495], [0.3113, 5.2114, -1.9361], [-0.4744, 7.0685, -3.1801], [0.4864, 6.2506, -4.3644], [0.6001, 8.9103, -3.6977], [2.2101, 8.2706, -3.7023], [0.8797, 6.7915, -0.4070], [2.4890, 6.7703, -0.8702], [-0.7868, -2.9618, 6.7148], [-0.1636, -2.5258, 5.3787], [0.7177, -1.3576, 5.7632], [0.2216, -0.9613, 7.0177], [-0.9585, -1.5285, 7.3178], [-0.0579, -3.6600, 7.1263], [-1.7613, -3.4465, 6.6545], [-0.9728, -2.3589, 4.6679], [0.3228, -3.3283, 4.8241], [0.5019, -0.5886, 5.0215], [1.7878, -1.5577, 5.7073], [-1.8234, -1.0153, 6.8976], [-0.9206, -1.6827, 8.3962], [1.0681, 0.4697, -0.6426], [1.4409, -1.2470, 0.2764], [0.3996, -2.3110, -0.1809], [0.5193, -4.0271, 0.8744], [1.3111, -0.9808, 1.3254], [2.4163, -1.6238, -0.0313], [0.5817, -2.5197, -1.2351], [-0.6183, -1.9694, 0.0070]], "atomic_forces_ev_per_a": [[-0.4372, 0.2448, -0.9193], [0.1572, -0.1547, 0.3143], [-0.3203, -0.2568, 0.1140], [0.3140, -0.0276, 0.0952], [0.2248, 0.2163, 0.4198], [1.2992, -1.3045, -0.4717], [-0.5126, 0.2384, 0.7666], [-0.8100, 0.7732, -0.1987], [-0.0729, -0.3126, -0.5984], [0.0670, 0.6221, 0.4961], [0.5863, -1.0295, 0.1523], [0.2745, 1.0907, 0.2984], [-0.6182, 0.6412, -0.8614], [-0.8324, -0.0915, 1.3306], [0.4029, -0.7275, -0.8586], [-0.4504, 0.3792, 0.8701], [0.5824, -0.4513, 0.0597], [0.3600, 0.4781, -0.1733], [-0.1183, -0.4349, -0.2588], [-0.4166, -0.0238, -0.5237], [1.3225, 1.4922, -0.4565], [-0.0137, -0.3805, 1.4303], [0.0240, -0.5554, -0.7920], [-1.2558, -0.8546, 0.2302], [-0.1868, 0.1809, -0.3397], [0.5274, -0.5366, 0.2458], [1.2139, 0.6021, -0.0656], [0.1617, -0.3703, -0.2572], [-0.9459, 0.3399, -0.1454], [-0.5742, 0.0796, 0.4563], [-0.6576, -0.0369, 0.4557], [-0.0775, -0.1719, 0.1054], [0.9574, -0.3825, -0.0199], [0.1888, 0.4968, -0.3746], [-0.3499, -0.0796, -0.1816], [0.3968, -0.6853, -0.3763], [-0.0349, 0.8061, 1.1540], [0.1456, 0.2305, -0.4559], [-0.4829, 0.2329, 0.0611], [-0.2997, -0.7160, -0.6125], [-0.3064, 0.4111, -1.1236], [0.0111, -0.6603, 0.9910], [-0.6886, 0.1776, 0.1654], [0.3686, 0.4726, -0.0038], [0.5778, -0.4231, 0.0197], [-0.1100, -1.3273, -0.9687], [1.4707, 3.2357, -0.9574], [-0.4875, -1.3305, 0.2299], [0.0678, -0.3971, 2.3409], [-1.3451, 0.4540, -2.2271], [0.4135, 0.0367, 1.1038], [-0.4025, -0.1289, -0.4356], [0.0617, 0.1272, 0.1001], [-0.4050, -0.2691, 0.7483], [-1.0249, 0.3502, 0.0916], [0.2079, -0.2472, 0.0289], [0.5958, -0.5970, 0.0441], [1.0831, 0.1368, 0.0727], [0.3399, 0.0083, 0.1064], [0.9220, 0.7663, 0.1175], [1.4967, -0.5522, -1.2576], [-1.8558, 0.1192, -0.1300], [1.6053, -0.7937, 0.7652], [-0.8138, -0.1756, -0.1919], [-0.1101, -0.1000, 0.1260], [-0.3079, 0.0127, -0.1586], [-0.3502, -0.2195, 0.2543], [0.0434, 0.3533, -0.2715], [-0.6413, 0.0321, 0.6553], [0.1784, 0.6216, -0.1831], [-0.4739, 0.2260, 0.0912], [2.1405, -1.3512, 0.5333], [-3.1913, 0.3942, -2.1711], [1.1098, 0.3250, 0.8048], [0.1780, 1.2887, 0.7490], [-0.4704, 0.9114, 0.9634], [0.1523, -0.9541, 0.6988], [0.2086, -0.2302, -0.4649], [-0.3895, -0.2185, -0.2011], [0.3074, 0.3285, -0.2430], [-0.1410, 0.0452, 0.3297], [0.2524, -0.5382, -0.3667], [-0.3686, 0.3660, -0.0911], [0.4921, -0.1703, -0.6626], [-0.6217, 0.5859, -1.1583], [-0.8532, -1.9736, -0.8698], [-1.2420, 0.2049, -1.4884], [3.1273, 2.4378, -0.0505], [0.0399, -3.5325, 1.1516], [-0.1809, 0.4564, 1.0761], [0.1144, -0.2230, -0.3340], [-0.1167, 1.0868, 0.0595], [0.6323, -0.1756, 0.4676], [0.2947, 0.5181, -0.0196], [-0.0271, -0.0615, 0.7131], [-0.2654, -0.0033, 0.1979], [-0.9058, 0.6914, 0.1994], [0.0069, -0.8288, -0.1580], [-1.1541, -0.7436, -0.2443], [0.3915, 0.7181, 0.5612], [0.2033, 1.0214, -0.5696], [0.4453, -0.3368, -0.1130], [0.1171, 0.5362, 0.3981], [-0.2738, -0.3485, 0.2417], [0.1290, -0.1069, -0.1972]], "lowdin_charge": [-1.51, 0.53, 0.54, 0.49, 0.02, -1.46, 0.55, 0.47, 0.51, 0.03, -1.43, 0.60, 0.44, 0.53, -0.03, -1.48, 0.51, 0.49, 0.49, -0.02, -1.37, 0.52, 0.53, 0.47, 0.00, -1.46, 0.51, 0.46, 0.49, 0.00, -1.54, 0.53, 0.54, 0.54, -0.01, -1.47, 0.49, 0.55, 0.47, 0.01, -1.60, 0.56, 0.52, 0.54, -0.02, -0.20, -0.19, -0.21, -0.18, -0.11, 0.10, 0.06, 0.05, 0.09, 0.11, 0.11, 0.11, 0.11, -0.16, -0.22, -0.24, -0.14, -0.16, 0.11, 0.11, 0.06, 0.10, 0.09, 0.11, 0.12, 0.11, -0.24, -0.25, -0.19, -0.13, -0.21, 0.08, 0.05, 0.08, 0.11, 0.12, 0.12, 0.05, 0.11, -0.14, -0.20, -0.19, -0.13, -0.24, 0.11, 0.10, 0.10, 0.10, 0.11, 0.12, 0.13, 0.13, 0.63, -0.60, -0.66, 0.55, 0.05, 0.05, 0.00, 0.01], "homo_lumo_gap_ev": 9.341, "homo_ha": -0.3405, "lumo_energy_ev": 0.076}